Record 1
Density functional theory data (wB97M-V/def2-TZVPD) for a molecular structure, C11H14BHgN7Se.

Geometry (Å):
H 2.0021 -0.2348 -2.5272
N -0.0387 0.1067 -2.0611
B -2.5680 0.5986 -2.2368
N -1.1442 0.3797 -2.8225
C -0.8053 0.4413 -4.1239
Hg -0.0906 -0.0882 0.2116
H -1.5941 0.6572 -4.8342
C 0.5567 0.1953 -4.2187
H 1.1294 0.1714 -5.1269
C 1.0088 -0.0141 -2.9005
H -3.3861 0.8272 -3.0804
C -0.3884 -0.0899 2.3130
H 0.6101 -0.3247 2.7059
H -1.1234 -0.8676 2.5603
H -0.7673 0.8852 2.6467
N -2.3894 1.8020 -1.2623
N -2.8956 -0.7079 -1.4551
N -1.3807 1.8045 -0.3451
N -1.9931 -1.2199 -0.5661
C -3.0568 2.9747 -1.1983
C -3.9672 -1.5303 -1.5312
H -3.8577 3.1435 -1.9023
H -4.7671 -1.2899 -2.2156
C -2.4986 3.7238 -0.1646
C -3.7707 -2.5714 -0.6263
C -1.4473 2.9425 0.3581
C -2.5131 -2.3353 -0.0342
H -2.8071 4.6906 0.1762
H -4.4410 -3.3781 -0.4110
H -0.7665 3.1180 1.1832
H -1.9820 -2.8868 0.7308
H 2.6363 0.6714 0.6208
Se 4.5064 -1.4848 3.1738
C 3.7590 -0.5679 1.9188
N 3.3317 0.0364 0.9744

Computed properties:
E_LUMO, eV: 0.283
Energy relative to the best compared isomer or geometry (same formula, charge and spin), kcal/mol: 0.0
Largest force on an atom, Eh/bohr: 0.035
Frontier orbital gap, hartree: 0.337

***

Record 2
Density functional theory data (wB97M-V/def2-TZVPD) for a molecular structure, C11H14BIrN7.

Geometry (Å):
H -0.2485 2.9326 2.2341
N 0.2851 1.7101 0.5863
B 0.9110 0.9047 -1.7332
N 0.7716 1.9934 -0.6809
C 0.8648 3.3241 -0.8324
Ir -0.2773 -0.1502 1.1808
H 1.2127 3.7333 -1.7612
C 0.5022 3.9268 0.3596
H 0.4737 4.9779 0.5617
C 0.1611 2.9013 1.2381
H 1.3138 1.1946 -2.8229
C -2.0140 -2.7363 2.7439
H -2.3575 -2.6278 3.7958
H -1.0852 -3.3426 2.7543
H -2.7872 -3.2918 2.1868
N -0.5219 0.2767 -1.8009
N 1.7267 -0.1843 -1.0374
N -1.0970 -0.2113 -0.6218
N 1.3273 -0.7099 0.1797
C -1.3826 0.0810 -2.8231
C 2.7366 -0.9242 -1.5132
H -1.1477 0.3798 -3.8421
H 3.1603 -0.6816 -2.4725
C -2.5284 -0.5068 -2.3055
C 3.0711 -1.8810 -0.5673
C -2.3485 -0.6723 -0.9309
C 2.2036 -1.7020 0.5080
H -3.4278 -0.7645 -2.8470
H 3.8401 -2.6164 -0.6576
H -2.9914 -1.0380 -0.1424
H 2.0318 -2.2321 1.4328
H -1.8115 -1.7325 2.2560
N -0.2667 -0.1319 4.2738
C -0.3003 -0.1990 3.1008

Computed properties:
Spin multiplicity: 6
E_LUMO (spin up / spin down), eV: -6.627 / -11.607
Total charge: +2
Energy relative to the best compared isomer or geometry (same formula, charge and spin), kcal/mol: 0.0
Largest force on an atom, Eh/bohr: 0.058
Frontier orbital gap (spin up / spin down), hartree: 0.366 / 0.177

***

Record 3
Density functional theory data (wB97M-V/def2-TZVPD) for a molecular structure, C11H14BeClGeNO4.

Geometry (Å):
Be 0.4263 0.6001 0.4353
O 2.1127 0.3895 0.2954
C 2.8325 0.1569 1.2899
C 2.4028 0.0192 2.6280
C 3.3588 -0.2364 3.6537
C 2.9514 -0.3845 4.9669
C 1.5608 -0.2786 5.2527
C 0.6362 -0.0335 4.2819
C 1.0171 0.1335 2.9126
O 0.1268 0.3730 2.0157
N 3.8465 -0.6306 6.0022
O 3.4064 -0.7576 7.2065
O 5.0947 -0.7163 5.7189
H 3.9114 0.0491 1.1057
H 4.4114 -0.3188 3.4202
H 1.2669 -0.4026 6.2862
H -0.4184 0.0435 4.5178
Cl -0.3805 -0.9538 -0.7319
C 0.4046 4.6187 -2.3915
Ge 0.3077 2.6608 -2.0566
C -1.0618 1.9860 -3.3139
C 2.0115 1.9074 -2.6907
C -0.0558 2.1776 -0.2437
H 0.5965 4.8306 -3.4470
H 1.2020 5.0687 -1.7971
H -0.5376 5.0946 -2.1094
H -0.7773 2.1719 -4.3532
H -2.0253 2.4634 -3.1200
H -1.1748 0.9134 -3.1508
H 2.1760 2.1540 -3.7437
H 1.9914 0.8237 -2.5705
H 2.8460 2.2876 -2.0993
H -0.7589 2.8677 0.2363

Computed properties:
E_LUMO (spin up / spin down), eV: 5.014 / 5.040
Total charge: -2
Energy relative to the best compared isomer or geometry (same formula, charge and spin), kcal/mol: 0.0
Largest force on an atom, Eh/bohr: 0.003
Frontier orbital gap (spin up / spin down), hartree: 0.164 / 0.250

***

> Among the records above, which one has the highest largest force on an atom?

C11H14BIrN7

***

> largest force on an atom of number 1 (C11H14BHgN7Se)?

0.035 Eh/bohr